(1)
{
  "formula": "C2H7N3OS",
  "method": "ωB97M-V/def2-TZVPD",
  "symbols": ["S", "O", "N", "N", "N", "C", "C", "H", "H", "H", "H", "H", "H", "H"],
  "xyz": [[-2.511, 0.519, -1.556], [-0.545, -1.651, 1.672], [0.428, 0.783, -0.708], [-1.737, 0.025, 0.066], [0.410, -0.783, 1.021], [1.898, 0.714, -0.509], [-0.361, 0.091, -0.069], [2.276, -0.250, -0.384], [2.015, 1.379, 0.412], [-2.104, 0.027, 1.000], [-2.577, 1.789, -1.226], [1.119, -1.463, 0.605], [-0.580, -2.469, 0.927], [2.268, 1.289, -1.251]],
  "atomic_forces_ev_per_a": [[0.423, -1.198, 3.065], [0.688, -3.463, -3.342], [0.191, 1.306, -2.069], [0.719, 0.501, -4.137], [-1.483, -0.394, -0.925], [-3.600, 1.815, 3.251], [2.499, -2.669, 4.127], [0.952, -1.305, 0.016], [0.381, -1.285, -0.745], [-0.607, -0.009, -0.135], [-0.044, 0.866, -0.150], [-1.230, 1.638, 0.337], [-0.606, 3.032, 3.363], [1.716, 1.164, -2.656]],
  "lowdin_charge": [0.745, -0.178, 0.004, -0.275, -0.059, -0.089, -0.526, 0.040, 0.116, 0.083, -0.181, 0.115, 0.181, 0.027],
  "multiplicity": 1,
  "total_charge": 0,
  "e_tot_ha": -717.932373,
  "e_homo_ev": -8.97,
  "e_above_lowest_kcal_mol": 90.07
}

(2)
{
  "formula": "C27H30N4OSSbTi",
  "method": "ωB97M-V/def2-TZVPD",
  "symbols": ["Sb", "Ti", "S", "O", "N", "N", "N", "N", "C", "C", "C", "C", "C", "C", "C", "C", "C", "C", "C", "C", "C", "C", "C", "C", "C", "C", "C", "C", "C", "C", "C", "C", "C", "C", "C", "H", "H", "H", "H", "H", "H", "H", "H", "H", "H", "H", "H", "H", "H", "H", "H", "H", "H", "H", "H", "H", "H", "H", "H", "H", "H", "H", "H", "H", "H"],
  "xyz": [[-3.164, -0.208, 0.092], [-0.467, 0.229, 0.913], [1.470, -0.533, -1.611], [-1.923, 1.128, 4.225], [-0.228, 0.966, 2.619], [1.157, -0.287, 0.005], [-0.721, 2.311, 0.417], [-0.948, -1.461, 2.147], [2.485, -1.968, -1.711], [1.911, -3.093, -2.295], [3.119, 0.718, -3.344], [4.187, 2.837, -2.947], [3.797, -1.959, -1.242], [3.978, -4.257, -1.925], [2.557, 0.805, -2.075], [-1.808, -1.858, 4.341], [-0.012, 2.421, 2.708], [-1.156, 2.844, -0.743], [3.610, 2.907, -1.687], [-4.433, 1.258, -0.751], [2.780, 1.888, -1.240], [-1.514, 4.168, -0.844], [3.940, 1.746, -3.775], [-1.453, 4.968, 0.297], [-1.248, 0.469, 3.495], [4.539, -3.120, -1.347], [2.673, -4.246, -2.401], [-2.728, -1.495, -1.547], [-1.362, -1.019, 3.347], [-1.341, -3.691, 2.858], [-0.603, 3.101, 1.503], [-4.345, -1.417, 1.365], [-0.993, 4.428, 1.488], [-0.935, -2.778, 1.899], [-1.789, -3.229, 4.089], [2.331, 1.945, -0.257], [2.937, -0.137, -3.983], [-2.137, -1.451, 5.288], [-0.924, 5.024, 2.387], [4.834, 3.633, -3.287], [-1.761, 6.004, 0.251], [-1.301, -4.749, 2.641], [-3.856, 1.944, -1.366], [5.562, -3.141, -0.998], [0.901, -3.061, -2.683], [4.236, -1.056, -0.833], [1.065, 2.613, 2.724], [-4.941, 1.809, 0.037], [-3.571, -2.171, -1.689], [-5.170, 0.747, -1.370], [2.257, -5.129, -2.866], [-0.583, -3.095, 0.925], [-1.831, -2.088, -1.377], [-2.604, -0.903, -2.453], [-3.783, -2.308, 1.637], [-4.631, -0.867, 2.260], [-1.850, 4.568, -1.790], [-2.111, -3.927, 4.850], [3.812, 3.754, -1.045], [2.006, -0.329, 0.576], [4.573, -5.155, -2.016], [-0.433, 2.790, 3.643], [-5.242, -1.709, 0.821], [-1.209, 2.179, -1.599], [4.393, 1.694, -4.755]],
  "atomic_forces_ev_per_a": [[0.104, -0.149, -0.175], [0.408, 0.124, -0.183], [0.044, -0.003, -0.105], [0.161, 0.144, 0.059], [-0.885, 0.332, -0.138], [-0.186, 0.082, 0.313], [0.017, -0.401, 0.174], [0.165, 0.209, -0.175], [-0.054, -0.051, -0.021], [-0.076, 0.049, -0.009], [-0.029, -0.075, -0.025], [-0.004, -0.021, -0.017], [0.001, 0.130, 0.037], [-0.017, 0.005, -0.005], [0.012, -0.004, -0.010], [-0.008, 0.002, -0.043], [0.213, 0.022, -0.042], [0.013, 0.091, -0.062], [0.006, 0.006, 0.000], [-0.038, 0.038, 0.054], [-0.036, -0.018, 0.065], [0.016, -0.062, -0.012], [0.012, 0.048, 0.031], [0.003, -0.001, 0.024], [0.264, -0.436, 0.051], [0.002, -0.031, -0.005], [0.040, -0.018, 0.012], [-0.165, -0.066, -0.123], [-0.062, -0.037, 0.204], [0.009, 0.032, -0.017], [-0.152, -0.042, 0.279], [-0.045, 0.066, 0.050], [0.149, 0.006, -0.175], [-0.051, -0.049, 0.018], [0.010, 0.006, -0.031], [0.009, 0.010, -0.016], [0.001, 0.000, -0.003], [0.004, 0.023, -0.003], [0.011, 0.003, 0.003], [0.004, 0.005, -0.001], [-0.001, 0.003, 0.004], [0.003, -0.003, -0.006], [0.006, -0.016, 0.003], [0.004, 0.018, 0.008], [-0.002, -0.013, -0.005], [0.026, -0.017, 0.004], [-0.019, -0.004, 0.074], [0.030, -0.010, 0.027], [0.008, -0.004, -0.005], [0.014, -0.041, 0.018], [-0.008, -0.002, -0.004], [0.001, -0.005, 0.006], [-0.002, 0.009, 0.046], [0.026, 0.019, 0.021], [0.013, 0.014, -0.006], [0.028, 0.024, -0.011], [0.000, -0.006, -0.006], [-0.002, -0.005, 0.002], [0.004, 0.005, -0.001], [0.031, 0.008, -0.058], [-0.001, -0.006, -0.003], [-0.045, 0.037, -0.046], [0.019, 0.026, -0.036], [0.001, 0.008, 0.005], [-0.001, -0.008, -0.007]],
  "lowdin_charge": [1.394, 0.952, 1.133, 0.185, -0.077, -0.383, -0.034, -0.051, -0.429, -0.077, -0.064, -0.021, -0.057, -0.011, -0.413, 0.068, -0.093, -0.123, -0.040, -0.248, -0.087, -0.004, -0.022, 0.027, -0.426, -0.023, -0.033, -0.272, -0.202, 0.008, -0.227, -0.245, 0.045, -0.084, 0.034, 0.088, 0.128, 0.151, 0.145, 0.129, 0.140, 0.135, 0.005, 0.130, 0.111, 0.126, 0.148, 0.034, 0.036, 0.040, 0.127, 0.127, -0.007, 0.026, 0.009, 0.033, 0.134, 0.142, 0.123, 0.070, 0.131, 0.144, 0.040, 0.124, 0.130],
  "multiplicity": 1,
  "total_charge": 3,
  "e_tot_ha": -2828.131695,
  "e_homo_ev": -17.17,
  "e_above_lowest_kcal_mol": 0.00
}

(3)
{
  "formula": "C12H40N6O8",
  "method": "ωB97M-V/def2-TZVPD",
  "symbols": ["O", "O", "O", "O", "O", "O", "O", "O", "N", "N", "N", "N", "N", "N", "C", "C", "C", "C", "C", "C", "C", "C", "C", "C", "C", "C", "H", "H", "H", "H", "H", "H", "H", "H", "H", "H", "H", "H", "H", "H", "H", "H", "H", "H", "H", "H", "H", "H", "H", "H", "H", "H", "H", "H", "H", "H", "H", "H", "H", "H", "H", "H", "H", "H", "H", "H"],
  "xyz": [[-30.339, -13.620, -2.609], [-28.095, -9.555, -2.475], [-33.037, -15.641, 0.073], [-26.947, -12.318, -0.496], [-28.454, -13.698, -4.653], [-28.761, -14.783, 0.545], [-33.778, -12.628, -1.296], [-33.381, -12.119, -3.912], [-27.607, -11.892, 1.715], [-32.577, -10.867, -0.243], [-32.841, -15.288, -2.249], [-32.338, -17.237, -1.509], [-28.301, -10.496, 0.162], [-32.645, -12.943, 0.709], [-32.741, -16.066, -1.219], [-29.846, -10.099, -4.016], [-30.041, -8.562, -2.281], [-29.653, -15.809, 0.192], [-33.737, -14.003, -5.098], [-27.595, -11.568, 0.457], [-31.825, -12.346, -5.544], [-29.036, -9.118, -3.195], [-27.231, -13.053, -4.365], [-33.201, -12.580, -5.074], [-33.023, -12.134, -0.236], [-30.202, -12.594, -1.699], [-32.713, -12.491, -3.363], [-28.258, -10.233, -0.893], [-30.602, -15.349, 0.199], [-27.172, -12.819, 2.082], [-31.710, -12.861, -6.473], [-33.182, -14.391, -1.937], [-27.368, -9.590, -3.067], [-29.332, -11.104, -4.118], [-34.619, -14.167, -4.516], [-31.828, -17.393, -2.291], [-29.979, -13.051, -0.745], [-26.356, -13.381, -4.893], [-29.281, -12.086, -2.125], [-33.019, -13.910, 0.817], [-28.586, -8.299, -3.758], [-29.561, -16.618, 0.900], [-30.509, -9.313, -1.590], [-31.162, -14.149, -2.448], [-29.075, -13.405, -3.961], [-29.695, -7.816, -1.569], [-33.060, -14.740, -4.775], [-33.975, -14.305, -6.169], [-29.099, -10.161, 0.706], [-27.343, -11.990, -4.758], [-31.737, -12.694, 1.207], [-31.870, -10.549, 0.420], [-29.261, -16.063, -0.761], [-31.062, -11.864, -1.926], [-30.922, -10.197, -3.765], [-31.117, -12.796, -4.877], [-28.153, -11.314, 2.416], [-27.147, -12.957, -3.277], [-29.849, -9.773, -5.017], [-33.767, -11.993, -5.829], [-32.352, -17.999, -0.856], [-31.690, -11.271, -5.696], [-30.821, -8.046, -2.870], [-29.434, -14.096, 0.694], [-32.785, -15.575, -3.192], [-32.983, -10.206, -0.848]],
  "atomic_forces_ev_per_a": [[-1.426, -2.518, -1.242], [5.831, -3.497, 4.035], [1.214, -2.249, -5.801], [-2.820, 3.868, 4.456], [0.088, -0.389, -0.188], [-0.354, 1.871, 1.265], [3.116, 2.531, 4.879], [-1.631, 3.908, 6.150], [0.254, -2.540, 5.402], [0.749, -0.068, 1.113], [-0.160, 2.988, 0.058], [-0.058, -4.491, 2.527], [-1.113, 2.358, -3.489], [2.508, -0.798, 3.022], [-2.124, 3.136, 7.533], [0.640, -2.003, -0.924], [-2.455, 1.830, 1.777], [1.429, -0.302, 0.104], [-0.517, -0.483, -3.378], [3.059, -4.281, -5.679], [0.676, -0.384, -0.857], [-6.005, 3.026, -2.799], [-1.328, 2.783, 0.106], [-0.921, -1.986, -6.258], [-3.646, -2.145, -6.288], [0.574, 2.223, -2.223], [0.561, -0.164, 1.463], [-0.226, -0.427, 2.412], [-1.608, -0.520, -0.398], [-1.153, 2.475, -1.336], [0.376, -0.157, -0.956], [-0.634, 1.151, -0.595], [1.817, -0.813, 0.053], [-0.739, 0.969, 0.468], [-0.696, 0.499, 0.360], [1.568, -0.536, -2.895], [-0.346, 0.854, 0.681], [0.133, -1.062, 0.021], [-0.796, -0.195, 1.381], [0.524, 0.642, -0.914], [-0.745, 0.324, -0.961], [-0.322, -0.490, 0.137], [0.261, 0.123, -1.042], [1.036, 0.579, -0.050], [0.108, -0.632, -0.349], [0.615, 0.308, -0.141], [1.435, -0.802, 0.380], [0.182, 0.212, 1.166], [0.797, -0.298, -0.206], [0.333, -0.644, 0.467], [-2.106, -0.588, -0.598], [-0.696, -0.161, -0.280], [-0.574, -1.088, -1.240], [1.181, -0.859, 1.533], [0.845, -0.161, 0.321], [0.662, 0.083, 0.516], [1.260, -1.165, -1.381], [0.775, -0.242, -0.114], [-0.126, 0.548, -1.540], [-0.570, -0.251, 0.529], [0.033, 0.267, 0.396], [0.294, -0.285, 0.163], [0.012, -0.434, 0.403], [1.521, 0.354, 0.327], [-0.222, -0.271, -0.625], [-0.349, 0.469, -0.858]],
  "lowdin_charge": [-0.155, 0.007, -0.136, -0.118, -0.139, -0.132, -0.125, 0.014, 0.124, 0.159, 0.187, 0.211, 0.139, 0.164, -0.597, -0.041, -0.074, -0.150, -0.029, -0.671, -0.038, -0.616, -0.162, -0.636, -0.582, -0.149, 0.048, 0.104, 0.040, 0.170, 0.086, 0.080, 0.126, 0.085, 0.080, 0.086, 0.056, 0.068, 0.084, 0.096, 0.156, 0.084, 0.076, 0.070, 0.013, 0.084, 0.029, 0.107, 0.101, 0.072, 0.141, 0.107, 0.079, 0.094, 0.083, 0.061, 0.133, 0.075, 0.064, 0.151, 0.137, 0.087, 0.103, 0.036, 0.092, 0.101],
  "multiplicity": 1,
  "total_charge": 0,
  "e_tot_ha": -1411.495769,
  "e_homo_ev": -9.08,
  "e_above_lowest_kcal_mol": 132.40
}

(4)
{
  "formula": "C29H24F2N",
  "method": "ωB97M-V/def2-TZVPD",
  "symbols": ["F", "F", "N", "C", "C", "C", "C", "C", "C", "C", "C", "C", "C", "C", "C", "C", "C", "C", "C", "C", "C", "C", "C", "C", "C", "C", "C", "C", "C", "C", "C", "C", "H", "H", "H", "H", "H", "H", "H", "H", "H", "H", "H", "H", "H", "H", "H", "H", "H", "H", "H", "H", "H", "H", "H", "H"],
  "xyz": [[-5.259, -3.449, 3.279], [2.262, -3.665, 4.343], [0.819, 2.222, -0.480], [-3.708, -2.935, 1.554], [-0.044, 6.196, 2.237], [3.195, -0.181, -3.369], [2.807, -2.536, 0.400], [-3.443, -2.579, 0.200], [3.905, -2.817, 1.205], [0.380, 4.308, 0.752], [0.177, 2.880, 0.382], [-2.106, -2.378, -0.281], [-5.024, -3.109, 1.967], [2.500, 0.173, -2.203], [-5.856, -2.595, -0.215], [1.220, 5.121, -0.027], [-0.962, -2.523, 0.498], [1.487, -2.555, 0.927], [0.347, -2.199, 0.126], [-0.263, 4.863, 1.880], [2.581, -0.033, -4.621], [-6.118, -2.937, 1.122], [0.591, 0.832, -3.530], [1.288, 0.503, -4.700], [-4.554, -2.422, -0.671], [1.179, 0.626, -2.276], [0.806, 7.000, 1.462], [3.751, -3.155, 2.560], [1.327, -2.957, 2.283], [2.450, -3.239, 3.050], [1.429, 6.457, 0.326], [0.409, 0.923, -1.016], [-0.935, 4.228, 2.458], [0.341, -3.012, 2.742], [1.685, 4.682, -0.911], [4.909, -2.771, 0.785], [0.815, 0.657, -5.675], [-1.993, -2.059, -1.325], [0.640, 0.145, -0.282], [2.077, 7.087, -0.286], [0.531, -1.798, -0.880], [2.974, 0.087, -1.220], [-0.422, 1.244, -3.567], [3.119, -0.302, -5.532], [-0.672, 0.903, -1.234], [-2.902, -3.095, 2.266], [4.214, -0.577, -3.295], [-7.128, -3.057, 1.506], [0.980, 8.043, 1.749], [-1.117, -2.955, 1.485], [-0.632, 2.449, 1.012], [-0.539, 6.614, 3.120], [-6.692, -2.460, -0.900], [4.591, -3.411, 3.198], [2.941, -2.290, -0.659], [-4.357, -2.190, -1.721]],
  "atomic_forces_ev_per_a": [[0.298, 0.360, -1.442], [0.186, 0.568, -1.318], [0.168, 0.753, -0.773], [-0.354, -0.078, -0.220], [0.097, 0.002, -0.189], [-0.184, 0.084, 0.117], [-0.324, 0.347, -0.156], [-0.723, -0.359, 0.393], [0.041, -0.034, 0.172], [0.650, 0.317, -0.076], [-0.882, -0.151, 1.024], [0.514, 0.435, -0.002], [0.291, -0.134, 0.976], [-0.060, -0.297, -0.351], [-0.131, -0.014, 0.187], [-0.143, 0.213, 0.269], [-0.123, 0.127, 0.121], [0.484, -0.051, 0.739], [-0.428, -1.221, -0.507], [0.292, -0.181, -0.515], [-0.157, 0.222, 0.270], [0.611, 0.183, -0.437], [0.239, -0.321, 0.042], [0.037, -0.034, 0.146], [0.397, -0.101, 0.002], [0.146, 0.027, -0.438], [-0.073, -0.445, -0.048], [-0.549, -0.060, -0.654], [0.331, 0.197, 0.020], [-0.541, -0.455, 0.746], [-0.176, -0.090, 0.175], [0.056, 0.616, 0.565], [0.142, 0.197, -0.013], [0.426, -0.013, 0.027], [-0.054, 0.169, 0.248], [-0.295, -0.045, 0.074], [0.222, -0.065, 0.383], [-0.055, -0.039, 0.344], [-0.099, 0.086, 0.182], [-0.178, -0.195, 0.171], [-0.035, -0.160, 0.363], [-0.082, 0.023, -0.320], [0.314, -0.151, -0.132], [-0.184, 0.073, 0.311], [0.214, -0.002, 0.185], [-0.346, 0.070, -0.048], [-0.411, 0.223, -0.078], [0.210, -0.017, -0.103], [-0.073, -0.448, -0.172], [0.150, 0.188, -0.247], [-0.039, -0.219, -0.498], [0.194, -0.178, -0.362], [0.262, -0.047, 0.178], [-0.126, 0.144, -0.100], [0.025, -0.028, 0.429], [-0.172, 0.012, 0.339]],
  "lowdin_charge": [0.060, 0.060, 0.065, 0.079, -0.081, -0.077, 0.000, -0.195, -0.029, -0.206, -0.132, 0.072, -0.215, -0.063, -0.033, -0.033, -0.046, -0.188, 0.057, -0.048, -0.082, 0.051, -0.041, -0.073, -0.003, -0.250, -0.074, 0.052, 0.077, -0.217, -0.072, -0.193, 0.105, 0.125, 0.111, 0.123, 0.109, 0.142, 0.083, 0.106, 0.126, 0.109, 0.113, 0.107, 0.121, 0.124, 0.107, 0.137, 0.109, 0.091, 0.121, 0.107, 0.123, 0.137, 0.116, 0.126],
  "multiplicity": 1,
  "total_charge": 1,
  "e_tot_ha": -1373.655237,
  "e_homo_ev": -10.90
}